The following is a DFT calculation (wB97M-V/def2-TZVPD) of a single C4H5N3O molecule at a distorted geometry.

Geometry (Å):
C (-2.17673, -1.60331, -0.23151)
C (-1.01725, -0.65389, -0.25830)
C (0.89364, 0.20965, -0.64156)
C (0.46781, 0.83195, 0.70504)
H (-2.61386, -1.72519, -1.24984)
H (-2.77651, -0.85407, 0.47660)
H (-1.80476, -2.70051, 0.15901)
H (2.62950, 1.05864, -0.90359)
H (-0.87216, 0.05989, 2.09319)
N (-0.17182, -0.58131, -1.11750)
N (1.99204, 0.29557, -1.30184)
N (-0.71089, 0.26293, 0.85358)
O (1.08346, 1.45182, 1.61787)

Atomic forces in eV per Å
0.0 0.8 1.8
-1.7 -0.5 3.6
2.2 1.5 -1.8
3.3 1.0 2.0
0.3 0.2 1.0
-0.2 -2.9 -1.1
-1.2 3.0 -0.5
-1.1 -1.6 -0.2
0.0 0.8 -5.2
3.8 -0.2 -3.6
-0.6 1.5 1.3
-3.5 -2.2 5.9
-1.4 -1.4 -3.2

Values from the calculation:
SMILES: [H]/N=C1/N=C(C)NC1=O
Net charge: 0
Electronic energy (eV): -10744.2606
HOMO (eV): -9.843
LUMO (Eh): -0.0198
F_max (eV/A): 7.23